The following is a DFT calculation (ωB97M-V/def2-TZVPD) of a molecular structure, C3H5N3O.

```
12
Properties=species:S:1:pos:R:3:forces:R:3
O -2.708 0.869 -0.008 -0.2 0.1 -0.1
C -1.764 -0.103 0.316 0.1 -0.1 0.3
C -0.409 0.215 -0.171 -0.1 0.3 0.0
N 0.211 1.028 -0.857 -0.2 -0.8 -0.1
N 2.614 0.530 -0.116 0.2 -0.2 0.3
C 1.945 -0.526 0.089 0.1 0.4 -0.1
N 0.640 -0.665 -0.353 0.4 0.2 -0.8
H -2.737 0.969 -0.968 0.0 0.0 0.1
H -1.984 -1.104 -0.087 -0.1 0.1 0.1
H -1.700 -0.179 1.401 -0.2 -0.1 0.1
H 3.551 0.429 0.254 0.2 -0.1 0.1
H 2.342 -1.461 0.501 -0.2 0.1 0.0
```
Forces are in eV/Å.

Properties
Energy relative to the best compared isomer or geometry (same formula, charge and spin) ... 4.962 eV
Charge ... 0
Total energy ... -356.675041 a.u.
Orbital gap (alpha / beta) ... 0.3526 / 0.3527 hartree